Molecular formula: C21H23FN6O3S
Method: DFT, ωB97M-V with the def2-TZVPD basis set

The HOMO energy comes out at -8.99 eV. Its SMILES is C[C@H](NC(=O)[C@@H]1CCCN(S(=O)(=O)c2ccc(-n3cnnn3)cc2)C1)c1ccc(F)cc1. As for the energy: -50785.5887 eV. The energy relative to the best compared isomer or geometry (same formula, charge and spin) is 0.325 eV. As for the spin multiplicity: 1.

Cartesian coordinates (Å):
S (0.037, 0.370, 0.632)
F (-3.833, 4.676, -0.227)
O (-3.663, -2.983, -1.791)
O (-0.622, 1.150, -0.369)
O (-0.248, 0.614, 2.014)
N (5.895, 0.475, -0.298)
N (7.925, 0.132, 0.148)
N (6.763, -0.003, 0.613)
N (-0.354, -1.215, 0.341)
N (7.907, 0.694, -1.057)
N (-3.102, -1.505, -0.179)
C (0.051, -2.217, 1.299)
C (-3.980, 3.334, -0.170)
C (4.514, 0.475, -0.095)
C (-1.344, -2.843, -1.195)
C (-4.934, 1.335, -1.036)
C (-3.318, 2.625, 0.814)
C (2.276, 0.750, -0.899)
C (-4.281, 0.595, -0.060)
C (-0.373, -1.668, -1.031)
C (-3.475, 1.253, 0.863)
C (3.638, 0.761, -1.139)
C (6.654, 0.908, -1.343)
C (-4.416, -0.909, -0.017)
C (-2.823, -2.444, -1.097)
C (-4.793, 2.710, -1.098)
C (-5.057, -1.381, 1.291)
C (1.807, 0.460, 0.368)
C (4.034, 0.180, 1.180)
C (2.671, 0.171, 1.408)
C (-1.006, -3.942, -0.177)
C (-0.930, -3.387, 1.244)
H (-0.682, -0.819, -1.642)
H (-1.916, -3.047, 1.560)
H (-6.040, -0.932, 1.403)
H (-1.221, -3.256, -2.202)
H (-4.445, -1.095, 2.143)
H (-2.338, -1.050, 0.301)
H (-2.948, 0.703, 1.628)
H (-2.683, 3.137, 1.518)
H (-1.759, -4.729, -0.234)
H (2.267, -0.034, 2.386)
H (-5.164, -2.463, 1.279)
H (0.634, -1.988, -1.342)
H (0.040, -1.740, 2.280)
H (4.009, 0.985, -2.127)
H (6.286, 1.360, -2.237)
H (-5.022, -1.261, -0.859)
H (-0.039, -4.380, -0.442)
H (-0.600, -4.167, 1.932)
H (4.740, -0.036, 1.966)
H (1.071, -2.570, 1.082)
H (-5.294, 3.294, -1.853)
H (-5.558, 0.832, -1.761)
H (1.566, 0.982, -1.677)

Löwdin population analysis, charges in e, atoms 1 to 6: S 0.657; F 0.053; O 0.068; O -0.262; O -0.273; N -0.052

***

Molecular formula: C21H23N3O3
Method: DFT, ωB97M-V with the def2-TZVPD basis set

The HOMO energy comes out at -7.99 eV. Its SMILES is COc1ccc(-c2nnc(-c3ccc4c(c3)C[C@@](N)(CO)CC4)o2)cc1C. As for the energy: -32759.2774 eV. The energy relative to the best compared isomer or geometry (same formula, charge and spin) is 6.574 eV. As for the spin multiplicity: 1.

Cartesian coordinates (Å):
O (-6.906, -3.627, 1.378)
O (0.901, 3.351, 2.669)
O (-0.813, -1.774, 0.051)
N (0.706, -3.274, 0.066)
N (-0.461, -3.954, 0.186)
N (2.159, 5.112, 0.608)
C (0.489, -1.960, -0.055)
C (1.622, 2.862, -0.227)
C (-4.639, -4.457, 1.249)
C (1.054, 0.513, -0.049)
C (-5.575, -3.371, 1.160)
C (3.455, 1.236, -0.278)
C (4.082, 3.419, 0.603)
C (2.054, 1.470, -0.134)
C (1.482, -0.887, -0.083)
C (2.574, 3.723, 0.764)
C (-5.107, -2.068, 0.694)
C (-2.824, -3.157, 0.488)
C (-5.022, -5.861, 1.599)
C (4.420, 2.381, -0.506)
C (-7.929, -2.598, 1.166)
C (-3.618, -2.050, 0.399)
C (3.740, -0.131, -0.124)
C (2.258, 3.352, 2.275)
C (-3.363, -4.402, 0.815)
C (-1.366, -3.044, 0.215)
C (2.810, -1.138, 0.013)
H (4.783, -0.318, -0.243)
H (2.684, 2.304, 2.426)
H (1.724, 3.129, -1.272)
H (-5.844, -1.207, 0.668)
H (-5.616, -6.234, 0.745)
H (4.034, 2.639, -1.442)
H (0.644, 3.145, 0.089)
H (4.675, 4.325, 0.325)
H (-5.606, -5.809, 2.508)
H (5.440, 2.100, -0.277)
H (2.785, 4.051, 2.883)
H (-3.241, -1.106, 0.221)
H (3.246, -2.159, 0.102)
H (4.586, 3.008, 1.529)
H (-4.235, -6.565, 1.787)
H (1.974, 5.529, 1.533)
H (-8.065, -1.946, 2.108)
H (1.264, 5.131, 0.013)
H (-2.830, -5.249, 0.770)
H (-0.022, 0.676, 0.094)
H (-8.928, -2.958, 0.753)
H (-7.721, -2.012, 0.286)
H (0.345, 4.064, 2.330)

Löwdin population analysis, charges in e, atoms 1 to 6: O -0.100; O -0.059; O 0.114; N 0.082; N 0.107; N 0.048

***

Molecular formula: C21H23N3O3S2
Method: DFT, ωB97M-V with the def2-TZVPD basis set

The HOMO energy comes out at -8.29 eV. Its SMILES is Cc1ccc(CCNC(=O)c2ccc(NC3=N[C@@H]4CS(=O)(=O)C[C@@H]4S3)cc2)cc1. As for the energy: -54434.2742 eV. The energy relative to the best compared isomer or geometry (same formula, charge and spin) is 0.845 eV. As for the spin multiplicity: 1.

Cartesian coordinates (Å):
S (-2.269, -1.062, 2.209)
S (-4.127, 1.545, 3.781)
O (4.607, 0.671, -1.114)
O (-4.714, 2.274, 4.868)
O (-2.903, 2.040, 3.224)
N (-1.643, 0.582, 0.081)
N (-3.798, 0.489, 0.790)
N (4.347, -1.543, -0.732)
C (5.145, -2.520, -2.841)
C (2.274, 0.222, -4.497)
C (1.282, 1.218, -5.015)
C (1.795, 0.991, -1.065)
C (-3.963, -0.222, 4.192)
C (2.454, -0.076, -0.457)
C (3.639, 0.437, -4.658)
C (4.563, -0.464, -4.167)
C (3.894, -0.258, -0.794)
C (-3.973, -0.884, 2.830)
C (-0.283, 0.334, -0.039)
C (5.528, -1.925, -1.470)
C (2.786, -1.839, -3.364)
C (1.861, -0.934, -3.853)
C (-2.594, 0.117, 0.913)
C (-5.339, 1.212, 2.470)
C (-4.716, 0.013, 1.770)
C (0.378, -0.720, 0.586)
C (0.448, 1.189, -0.869)
C (4.149, -1.612, -3.505)
C (1.730, -0.919, 0.378)
H (2.218, -1.730, 0.897)
H (-6.282, 0.992, 2.959)
H (-5.428, 2.058, 1.799)
H (4.710, -3.512, -2.698)
H (6.111, -1.012, -1.608)
H (-4.407, -1.884, 2.874)
H (-3.046, -0.400, 4.746)
H (0.806, -1.125, -3.717)
H (-5.490, -0.576, 1.259)
H (-0.158, -1.395, 1.232)
H (0.291, 1.023, -4.612)
H (1.227, 1.164, -6.103)
H (5.618, -0.266, -4.283)
H (3.979, 1.331, -5.161)
H (2.438, -2.731, -2.860)
H (-1.991, 1.333, -0.504)
H (1.579, 2.230, -4.747)
H (6.047, -2.621, -3.446)
H (2.366, 1.650, -1.700)
H (-4.828, -0.477, 4.798)
H (-0.054, 2.014, -1.354)
H (6.110, -2.645, -0.888)
H (3.660, -2.271, -0.605)

Löwdin population analysis, charges in e, atoms 1 to 6: S 1.038; S 0.662; O 0.075; O -0.317; O -0.292; N 0.093

***

Molecular formula: C21H23N3O4S
Method: DFT, ωB97M-V with the def2-TZVPD basis set

The HOMO energy comes out at -8.32 eV. Its SMILES is Cc1onc(-c2ccccc2)c1C(=O)Nc1ccc(S(=O)(=O)NC(C)(C)C)cc1. As for the energy: -45627.9011 eV. The energy relative to the best compared isomer or geometry (same formula, charge and spin) is 19.976 eV. As for the spin multiplicity: 1.

Cartesian coordinates (Å):
S (4.230, 0.884, 0.738)
O (4.859, 0.275, 1.887)
O (-5.710, -2.086, -0.405)
O (-1.677, -2.196, 1.207)
O (4.432, 2.452, 0.416)
N (-5.602, -0.828, -0.734)
N (-1.463, -0.421, 0.065)
N (5.050, 0.283, -0.831)
C (0.576, -0.760, 1.245)
C (6.397, -1.180, -1.974)
C (-4.192, 1.055, -0.051)
C (0.561, 0.865, -0.624)
C (-4.212, -3.885, 0.274)
C (2.019, -0.396, 1.302)
C (-3.416, 1.811, 0.698)
C (-3.461, -1.273, 0.100)
C (5.117, -2.037, 0.094)
C (2.515, 0.534, 0.636)
C (-2.241, -1.493, 0.612)
C (-4.627, 2.044, -1.329)
C (-4.317, -2.447, -0.025)
C (5.117, -1.204, -1.174)
C (-4.377, -0.273, -0.265)
C (1.807, 1.340, -0.702)
C (3.881, -1.495, -2.003)
C (-0.134, -0.187, 0.060)
C (-3.458, 3.846, -0.198)
C (-4.353, 3.396, -1.286)
C (-3.069, 3.263, 0.828)
H (0.387, -1.782, 1.728)
H (2.726, -1.105, 2.027)
H (6.604, -2.326, -2.175)
H (-0.127, 1.195, -1.325)
H (7.142, -0.886, -1.153)
H (-4.279, -4.372, -0.813)
H (6.264, -0.440, -2.763)
H (-5.199, 1.442, -1.924)
H (6.139, -1.708, 0.734)
H (-5.024, -4.233, 0.780)
H (3.992, -2.431, -2.100)
H (3.040, -1.134, -1.390)
H (-3.268, 4.929, -0.308)
H (-4.762, 3.986, -1.836)
H (-3.427, -3.976, 0.708)
H (5.073, 1.020, -1.434)
H (-1.879, 0.254, -0.791)
H (3.874, -0.759, -3.040)
H (2.299, 2.126, -1.063)
H (-2.929, 0.894, 1.481)
H (-2.376, 3.557, 1.637)
H (4.165, -1.941, 0.526)
H (5.398, -3.149, -0.226)

Löwdin population analysis, charges in e, atoms 1 to 6: S 0.817; O -0.330; O 0.012; O 0.251; O -0.423; N 0.076

***

- Which formula does entry 3 have?
  C21H23N3O3S2

***

- What is the formula in the first record?
  C21H23FN6O3S

***

- Which of these has the highest energy relative to the best compared isomer or geometry (same formula, charge and spin)?
  C21H23N3O4S

***

- energy of number 1 (C21H23FN6O3S)?
  -50785.5887 eV